No. 1
{
  "formula": "C26H36N4O4",
  "method": "ωB97M-V with the def2-TZVPD basis set",
  "total_charge": 0,
  "smiles": "CCCCNC(=O)CCCn1c(=O)c2ccccc2n(CC(=O)NCCC2=CCCCC2)c1=O",
  "mol_weight_g_mol": 468.60,
  "e_above_lowest_kcal_mol": 4.8,
  "homo_ev": -9.003,
  "total_energy_ev": -41700.514,
  "species": ["C", "C", "C", "C", "N", "C", "O", "C", "C", "C", "N", "C", "O", "C", "C", "C", "C", "C", "C", "N", "C", "C", "O", "N", "C", "C", "C", "C", "C", "C", "C", "C", "C", "O", "H", "H", "H", "H", "H", "H", "H", "H", "H", "H", "H", "H", "H", "H", "H", "H", "H", "H", "H", "H", "H", "H", "H", "H", "H", "H", "H", "H", "H", "H", "H", "H", "H", "H", "H", "H"],
  "positions_angstrom": [[5.918, 3.674, 1.537], [6.351, 2.473, 0.704], [5.216, 1.469, 0.528], [5.648, 0.264, -0.309], [4.551, -0.653, -0.515], [4.495, -1.863, 0.071], [5.398, -2.333, 0.735], [3.186, -2.614, -0.157], [2.262, -2.422, 1.051], [1.591, -1.049, 1.095], [0.563, -0.906, 0.066], [0.830, -0.147, -1.058], [1.926, 0.358, -1.234], [-0.292, 0.028, -1.972], [-0.150, 0.875, -3.073], [-1.211, 1.097, -3.920], [-2.434, 0.488, -3.657], [-2.594, -0.355, -2.576], [-1.514, -0.612, -1.728], [-1.606, -1.466, -0.646], [-2.791, -2.281, -0.431], [-3.856, -1.479, 0.338], [-4.802, -0.961, -0.220], [-3.605, -1.423, 1.651], [-4.352, -0.583, 2.558], [-3.494, 0.592, 3.044], [-3.001, 1.446, 1.907], [-1.708, 1.568, 1.637], [-1.151, 2.442, 0.554], [-2.226, 2.847, -0.449], [-3.470, 3.311, 0.299], [-4.053, 2.145, 1.092], [-0.635, -1.538, 0.321], [-0.822, -2.152, 1.356], [5.085, 4.187, 1.062], [6.739, 4.379, 1.647], [5.604, 3.356, 2.529], [7.195, 1.979, 1.189], [6.686, 2.815, -0.278], [4.883, 1.120, 1.508], [4.369, 1.956, 0.037], [6.438, -0.292, 0.201], [6.020, 0.602, -1.282], [3.725, -0.273, -0.962], [2.702, -2.283, -1.076], [3.430, -3.673, -0.247], [2.851, -2.545, 1.961], [1.484, -3.187, 1.052], [2.318, -0.251, 0.942], [1.100, -0.921, 2.063], [0.808, 1.348, -3.226], [-1.103, 1.750, -4.771], [-3.279, 0.682, -4.300], [-3.566, -0.772, -2.372], [-3.187, -2.604, -1.394], [-2.492, -3.154, 0.154], [-2.728, -1.805, 1.988], [-4.677, -1.183, 3.414], [-5.231, -0.228, 2.018], [-4.100, 1.200, 3.721], [-2.643, 0.201, 3.606], [-0.975, 1.056, 2.249], [-0.726, 3.338, 1.020], [-0.327, 1.933, 0.046], [-2.485, 1.993, -1.077], [-1.848, 3.638, -1.099], [-3.200, 4.120, 0.981], [-4.214, 3.692, -0.402], [-4.501, 1.425, 0.399], [-4.850, 2.500, 1.750]],
  "forces_ev_per_angstrom": [[0.182, -0.130, -0.140], [-0.314, 0.015, 0.103], [0.404, -0.086, -0.198], [0.049, 0.107, 0.205], [0.018, 0.406, -0.251], [-0.427, -0.187, -0.461], [0.230, -0.217, 0.355], [0.161, -0.024, 0.292], [-0.069, 0.097, -0.134], [0.246, -0.142, 0.462], [0.210, 0.104, 0.010], [-0.036, -0.042, -0.070], [-0.038, 0.078, -0.082], [-0.325, 0.055, -0.238], [-0.023, -0.112, 0.163], [0.013, 0.068, -0.046], [0.125, -0.050, 0.062], [-0.088, -0.105, 0.021], [0.401, 0.451, -0.430], [0.049, -0.199, 0.159], [-0.331, -0.042, 0.146], [0.433, -0.522, -0.187], [-0.345, 0.178, -0.301], [0.054, -0.081, 0.540], [-0.109, 0.183, 0.121], [0.024, -0.109, -0.203], [-0.167, -0.173, 0.239], [0.242, 0.077, -0.034], [-0.080, 0.029, -0.190], [0.108, 0.207, 0.133], [-0.071, -0.184, -0.150], [0.078, 0.219, -0.140], [-0.346, -0.025, -0.115], [0.159, -0.158, 0.214], [-0.096, 0.090, -0.009], [0.021, 0.128, 0.066], [-0.052, 0.016, 0.122], [0.081, -0.023, -0.055], [0.087, -0.033, -0.032], [-0.085, -0.024, 0.028], [-0.091, 0.028, 0.043], [-0.024, 0.094, -0.119], [0.057, -0.022, 0.084], [-0.005, -0.229, 0.088], [-0.031, -0.027, -0.063], [0.046, 0.079, -0.066], [-0.032, -0.055, 0.034], [0.050, 0.021, 0.077], [-0.132, -0.045, 0.045], [0.081, 0.062, -0.141], [0.076, 0.032, -0.014], [0.018, 0.071, -0.072], [-0.092, 0.001, -0.044], [-0.094, -0.062, 0.075], [0.007, 0.077, 0.131], [-0.039, 0.118, -0.162], [-0.061, -0.015, -0.224], [-0.063, 0.094, -0.091], [0.026, -0.071, 0.106], [0.001, 0.004, 0.078], [0.010, 0.030, 0.069], [0.002, -0.129, 0.207], [0.094, -0.003, -0.055], [0.034, 0.084, 0.042], [0.006, -0.039, -0.077], [-0.002, -0.033, -0.058], [-0.018, 0.088, 0.014], [-0.017, 0.068, 0.038], [-0.111, -0.004, 0.056], [-0.072, -0.053, 0.026]]
}

No. 2
{
  "formula": "C26H37BiN4O4PS",
  "method": "ωB97M-V with the def2-TZVPD basis set",
  "total_charge": 1,
  "mol_weight_g_mol": 741.63,
  "e_above_lowest_kcal_mol": 0.0,
  "homo_ev": -11.383,
  "total_energy_ev": -67672.974,
  "species": ["Bi", "C", "C", "C", "C", "C", "C", "C", "S", "O", "O", "N", "C", "C", "C", "C", "C", "N", "H", "H", "H", "H", "H", "H", "H", "H", "H", "H", "H", "C", "N", "C", "C", "C", "O", "N", "C", "O", "H", "H", "H", "H", "H", "C", "C", "C", "P", "C", "C", "C", "C", "C", "C", "H", "H", "H", "H", "H", "H", "H", "H", "H", "H", "H", "H", "H", "H", "H", "H", "H", "H", "H", "H", "H"],
  "positions_angstrom": [[0.336, 1.338, 0.057], [-6.098, -1.967, 3.351], [-4.953, -1.790, 2.394], [-5.087, -0.948, 1.290], [-4.057, -0.799, 0.381], [-2.866, -1.477, 0.592], [-2.698, -2.305, 1.689], [-3.747, -2.460, 2.582], [-1.582, -1.440, -0.619], [-0.401, -1.996, -0.028], [-2.090, -2.014, -1.827], [-1.179, 0.139, -0.937], [-1.849, 0.964, -1.837], [-2.976, 0.625, -2.595], [-3.540, 1.606, -3.386], [-2.968, 2.873, -3.443], [-1.825, 3.098, -2.711], [-1.276, 2.167, -1.925], [-6.594, -1.014, 3.535], [-5.765, -2.382, 4.301], [-6.840, -2.647, 2.930], [-6.017, -0.416, 1.132], [-4.171, -0.153, -0.479], [-1.758, -2.825, 1.824], [-3.633, -3.125, 3.430], [-3.356, -0.383, -2.564], [-4.428, 1.383, -3.963], [-3.398, 3.655, -4.051], [-1.309, 4.050, -2.741], [-2.105, 1.106, 4.794], [-1.045, 0.481, 4.011], [-0.214, -0.466, 4.542], [0.801, -1.021, 3.857], [1.079, -0.562, 2.512], [2.070, -0.854, 1.852], [0.146, 0.323, 2.006], [-0.916, 0.842, 2.687], [-1.663, 1.646, 2.137], [-1.889, 0.983, 5.852], [-3.069, 0.653, 4.564], [-2.156, 2.162, 4.545], [-0.412, -0.725, 5.574], [1.452, -1.759, 4.300], [5.168, 1.010, -1.178], [4.004, 0.695, -0.238], [3.711, 1.901, 0.659], [2.449, 0.082, -1.052], [2.707, -1.703, -1.558], [4.026, -1.908, -2.314], [2.697, -2.712, -0.409], [2.139, 0.988, -2.681], [2.226, 2.515, -2.526], [2.946, 0.599, -3.921], [6.072, 1.129, -0.578], [5.009, 1.945, -1.716], [5.358, 0.222, -1.902], [4.273, -0.146, 0.403], [3.423, 2.776, 0.073], [4.608, 2.159, 1.223], [2.930, 1.671, 1.386], [1.854, -1.895, -2.218], [4.862, -1.911, -1.614], [4.229, -1.182, -3.092], [3.990, -2.893, -2.782], [3.482, -2.492, 0.312], [2.885, -3.702, -0.829], [1.751, -2.730, 0.106], [1.094, 0.714, -2.879], [3.262, 2.833, -2.417], [1.653, 2.916, -1.690], [1.830, 2.983, -3.428], [4.013, 0.772, -3.782], [2.623, 1.231, -4.751], [2.778, -0.432, -4.223]],
  "forces_ev_per_angstrom": [[-0.179, 0.209, 0.586], [0.010, -0.012, -0.049], [0.057, 0.026, 0.086], [0.022, -0.012, -0.057], [-0.025, 0.094, -0.008], [0.183, 0.102, -0.108], [0.172, -0.017, 0.021], [-0.066, 0.016, 0.049], [0.244, 0.074, -0.180], [0.202, 0.079, 0.226], [-0.116, 0.005, -0.126], [-0.171, -0.542, 0.316], [-0.277, 0.170, -0.428], [0.081, 0.016, 0.048], [0.076, -0.034, 0.081], [-0.028, 0.050, -0.060], [0.053, 0.072, 0.013], [-0.024, -0.178, 0.034], [-0.020, -0.021, 0.041], [-0.009, 0.016, -0.007], [-0.011, -0.001, 0.012], [0.001, 0.015, 0.017], [-0.086, -0.004, 0.045], [-0.061, -0.005, 0.031], [0.010, 0.035, -0.006], [-0.112, 0.074, -0.066], [0.017, -0.026, -0.022], [0.040, 0.014, -0.003], [-0.045, 0.021, 0.000], [-0.173, 0.003, -0.052], [-0.117, 0.059, -0.223], [0.258, -0.160, -0.003], [-0.073, -0.064, 0.096], [0.172, 0.034, 0.047], [-0.049, 0.088, 0.005], [0.080, -0.295, -0.233], [0.138, 0.163, 0.201], [-0.040, -0.012, -0.126], [0.047, -0.005, -0.021], [-0.036, -0.023, -0.011], [0.020, -0.005, 0.039], [-0.040, -0.016, -0.012], [-0.007, 0.035, 0.029], [0.024, -0.065, -0.038], [-0.342, 0.068, -0.060], [-0.022, -0.151, -0.002], [0.500, -0.164, -0.982], [-0.062, 0.118, 0.291], [0.052, 0.075, -0.072], [-0.150, 0.134, -0.029], [0.115, 0.029, 0.192], [-0.059, -0.156, -0.003], [-0.116, -0.035, -0.063], [0.003, 0.036, -0.004], [0.007, -0.036, 0.016], [0.039, 0.053, 0.024], [-0.012, -0.079, 0.071], [0.007, 0.007, 0.022], [-0.014, 0.042, 0.004], [0.007, 0.009, 0.105], [0.013, 0.010, -0.005], [-0.005, -0.032, 0.010], [0.053, -0.120, 0.055], [0.002, -0.022, 0.024], [0.034, -0.008, 0.029], [0.023, 0.027, -0.007], [-0.175, -0.001, 0.155], [0.001, 0.051, 0.003], [-0.045, 0.042, 0.030], [0.036, 0.106, 0.026], [-0.009, 0.004, 0.004], [-0.020, -0.011, -0.034], [-0.024, 0.011, 0.020], [0.022, 0.020, -0.003]]
}

No. 3
{
  "formula": "C26H37Br48Cl2I2O4P2",
  "method": "ωB97M-V with the def2-TZVPD basis set",
  "total_charge": -1,
  "mol_weight_g_mol": 4635.63,
  "e_above_lowest_kcal_mol": 0.0,
  "homo_ev": -4.401,
  "total_energy_ev": -3457612.687,
  "species": ["C", "O", "C", "P", "C", "C", "C", "I", "P", "O", "I", "O", "C", "C", "Cl", "C", "C", "C", "Cl", "O", "H", "H", "H", "H", "H", "H", "H", "H", "H", "H", "H", "H", "H", "H", "H", "H", "H", "H", "H", "H", "H", "C", "Br", "Br", "Br", "H", "C", "Br", "Br", "Br", "H", "C", "Br", "Br", "Br", "H", "C", "Br", "Br", "Br", "H", "C", "Br", "Br", "Br", "H", "C", "Br", "Br", "Br", "H", "C", "Br", "Br", "Br", "H", "C", "Br", "Br", "Br", "H", "C", "Br", "Br", "Br", "H", "C", "Br", "Br", "Br", "H", "C", "Br", "Br", "Br", "H", "C", "Br", "Br", "Br", "H", "C", "Br", "Br", "Br", "H", "C", "Br", "Br", "Br", "H", "C", "Br", "Br", "Br", "H", "C", "Br", "Br", "Br", "H"],
  "positions_angstrom": [[-3.830, 0.220, 2.727], [-2.486, 0.637, 2.621], [-1.748, -0.032, 1.589], [-0.737, 1.323, 0.648], [0.075, 2.871, -0.178], [0.113, 4.149, 0.689], [1.479, 4.856, 0.776], [2.446, 4.807, 2.702], [0.762, 1.460, 2.397], [0.052, 0.614, 3.665], [2.709, -0.020, 2.019], [0.284, 0.183, -0.174], [0.104, 0.288, -1.562], [-1.424, 0.399, -1.769], [-1.712, 1.294, -3.328], [-2.011, -1.025, -1.820], [-3.424, -1.200, -2.372], [-3.717, -2.686, -2.616], [-4.672, -0.558, -1.241], [-1.867, 1.179, -0.733], [-4.318, 0.878, 3.461], [-3.918, -0.811, 3.102], [-4.349, 0.341, 1.766], [-1.112, -0.822, 2.011], [-2.469, -0.515, 0.915], [-1.580, 2.264, 1.345], [-0.586, 3.073, -1.028], [1.075, 2.686, -0.597], [-0.276, 3.968, 1.694], [-0.552, 4.907, 0.244], [1.377, 5.928, 0.580], [2.201, 4.470, 0.048], [-0.728, 1.087, 3.977], [0.647, 1.117, -2.043], [0.531, -0.619, -1.999], [-1.925, -1.498, -0.833], [-1.364, -1.609, -2.494], [-3.533, -0.668, -3.323], [-3.115, -3.047, -3.461], [-3.481, -3.288, -1.729], [-4.775, -2.854, -2.851], [-2.407, 5.951, 4.150], [-3.421, 6.504, 5.696], [-2.329, 4.042, 3.993], [-3.091, 6.762, 2.539], [-1.395, 6.309, 4.284], [3.579, -1.390, -4.811], [3.812, -2.583, -6.306], [3.850, -2.292, -3.134], [4.716, 0.155, -4.948], [2.554, -1.041, -4.832], [7.578, -1.290, -2.550], [8.884, -2.644, -2.101], [6.581, -0.713, -1.016], [8.398, 0.201, -3.455], [6.877, -1.742, -3.242], [0.539, 4.739, 7.316], [0.756, 3.426, 5.936], [1.908, 4.590, 8.667], [0.474, 6.528, 6.598], [-0.408, 4.554, 7.804], [3.986, -2.002, 6.019], [4.305, -3.692, 5.141], [5.503, -0.830, 5.800], [2.362, -1.175, 5.432], [3.886, -2.199, 7.076], [-5.946, -3.967, 0.797], [-6.217, -3.201, 2.541], [-6.773, -2.915, -0.583], [-4.073, -4.242, 0.437], [-6.422, -4.939, 0.795], [-4.641, -7.843, 1.583], [-3.768, -8.164, 3.262], [-4.002, -9.030, 0.210], [-6.560, -7.900, 1.744], [-4.380, -6.838, 1.279], [-0.952, 5.294, -4.561], [0.518, 5.891, -5.656], [-1.971, 3.895, -5.394], [-0.365, 4.740, -2.813], [-1.614, 6.139, -4.427], [0.309, -6.617, 3.368], [0.738, -8.273, 2.473], [1.812, -5.421, 3.411], [-1.228, -5.784, 2.570], [0.059, -6.861, 4.390], [4.484, -5.368, -0.767], [3.161, -4.319, 0.145], [6.080, -4.327, -1.057], [4.873, -7.020, 0.145], [4.083, -5.622, -1.739], [10.260, 2.707, -5.923], [10.166, 3.317, -4.100], [9.227, 3.827, -7.099], [12.082, 2.539, -6.521], [9.821, 1.719, -5.954], [-4.336, 4.390, -2.357], [-5.213, 2.724, -2.720], [-4.914, 5.796, -3.562], [-4.540, 4.914, -0.519], [-3.277, 4.234, -2.522], [-8.883, -11.620, 1.231], [-9.213, -10.937, 3.000], [-9.500, -10.405, -0.130], [-7.035, -12.091, 0.982], [-9.460, -12.528, 1.129], [-4.989, 9.178, -1.709], [-3.502, 8.510, -0.697], [-6.414, 9.784, -0.565], [-4.448, 10.544, -2.955], [-5.374, 8.350, -2.289], [8.922, -6.675, -0.257], [10.576, -5.828, -0.770], [8.698, -8.373, -1.135], [8.776, -6.837, 1.653], [8.115, -6.034, -0.588], [2.281, 7.427, -2.209], [3.687, 6.645, -1.155], [0.787, 7.950, -1.118], [2.922, 8.891, -3.285], [1.926, 6.663, -2.889]],
  "forces_ev_per_angstrom": [[-0.047, 0.354, 0.264], [0.007, -0.238, 0.133], [-0.130, -0.273, -0.354], [0.142, -0.382, 0.370], [0.365, 0.265, 0.025], [0.156, 0.252, -0.167], [-0.109, 0.091, -0.270], [0.052, 0.187, -0.233], [0.003, 0.789, 0.473], [0.550, -0.237, 0.038], [-0.217, 0.020, -0.381], [-0.427, 0.412, -0.574], [0.456, -0.583, 0.012], [0.696, 0.012, 1.217], [-0.074, -0.232, -0.278], [-0.366, 0.106, -0.764], [0.227, -0.645, -0.121], [-0.006, 0.025, -0.055], [0.354, 0.417, -0.134], [-0.544, -0.286, -0.443], [0.133, -0.105, -0.163], [0.048, 0.060, -0.255], [0.037, -0.218, 0.101], [-0.027, 0.212, 0.106], [0.161, 0.210, 0.031], [-0.048, 0.055, -0.021], [0.151, -0.306, 0.263], [-0.109, -0.117, 0.154], [-0.072, -0.070, -0.027], [-0.094, -0.205, 0.159], [0.062, -0.393, 0.210], [-0.156, -0.068, 0.365], [-0.265, -0.052, -0.183], [-0.252, 0.152, 0.363], [-0.202, -0.133, -0.178], [0.003, 0.295, -0.110], [-0.132, 0.130, 0.071], [-0.055, 0.143, 0.378], [-0.059, 0.093, 0.170], [0.014, 0.353, -0.556], [0.253, 0.097, -0.011], [0.072, -0.068, -0.024], [0.019, -0.007, -0.040], [-0.185, -0.010, -0.155], [-0.004, 0.014, 0.020], [-0.017, -0.002, 0.025], [-0.141, 0.045, 0.045], [0.008, 0.028, 0.024], [-0.068, 0.017, -0.052], [0.021, -0.040, -0.004], [0.096, -0.032, -0.005], [-0.110, -0.018, -0.032], [0.006, 0.100, -0.009], [0.111, 0.114, -0.012], [0.033, -0.011, 0.094], [0.002, 0.005, 0.018], [-0.025, -0.144, -0.058], [0.153, -0.035, 0.091], [-0.019, 0.012, 0.000], [0.029, -0.001, -0.003], [0.000, 0.052, -0.005], [-0.073, 0.152, 0.011], [0.055, 0.031, 0.056], [-0.036, -0.001, 0.014], [-0.051, -0.114, 0.213], [0.085, -0.074, -0.015], [-0.187, 0.051, -0.026], [0.022, -0.028, -0.050], [-0.331, -0.400, 0.235], [-0.007, -0.219, 0.496], [0.046, -0.002, 0.017], [0.114, 0.044, 0.006], [-0.265, -0.240, 0.062], [-0.043, 0.011, 0.034], [0.002, -0.007, -0.014], [0.023, -0.018, -0.010], [-0.070, 0.062, 0.121], [-0.004, -0.018, 0.032], [0.008, 0.174, -0.216], [0.017, 0.099, -0.238], [-0.001, 0.003, -0.036], [0.091, 0.006, -0.125], [-0.002, 0.003, 0.030], [-0.166, -0.081, 0.100], [0.114, 0.252, -0.049], [-0.032, -0.003, -0.022], [-0.131, 0.057, 0.023], [0.024, 0.025, -0.052], [0.026, -0.206, 0.018], [0.008, 0.067, -0.008], [0.043, -0.017, -0.001], [-0.016, -0.004, 0.020], [0.017, 0.015, -0.075], [0.026, -0.023, 0.026], [-0.035, 0.009, 0.009], [0.012, 0.007, -0.004], [0.059, -0.157, 0.148], [-0.015, 0.150, -0.021], [0.065, -0.042, 0.004], [0.005, -0.097, -0.033], [-0.016, 0.007, -0.071], [0.010, -0.028, -0.006], [0.027, 0.011, -0.060], [0.042, -0.007, 0.057], [-0.035, 0.061, 0.015], [-0.001, 0.014, 0.002], [-0.027, -0.053, 0.011], [0.087, 0.115, -0.018], [0.039, -0.002, -0.021], [-0.005, -0.031, 0.023], [0.005, -0.002, 0.020], [-0.005, 0.003, 0.027], [-0.054, -0.016, 0.002], [0.009, 0.035, 0.016], [0.005, 0.005, -0.051], [0.027, -0.030, 0.008], [0.014, -0.119, -0.005], [0.093, 0.157, -0.116], [-0.037, 0.205, -0.074], [-0.021, -0.018, 0.020], [-0.012, 0.020, -0.001]]
}